[1]
C4H9NO2 | the ωB97M-V functional and the def2-TZVPD basis

Properties
- HOMO: -6.97 eV
- LUMO level: 0.5 eV
- M: 103.1 g mol⁻¹
- Gap between HOMO and LUMO: 7.50 eV

Structure (XYZ):
```
16
Properties=species:S:1:pos:R:3:mulliken_charge:R:1
C 1.851 -1.192 0.896 -0.9325
C 1.563 0.233 1.331 -0.4538
N 0.834 1.029 -0.027 -0.1714
C -0.592 0.941 -0.184 0.5061
O -1.356 1.556 0.514 -0.5317
O -0.922 0.092 -1.155 -0.3386
C -2.336 -0.158 -1.262 -0.5986
H 2.645 -1.241 0.138 0.2819
H 2.275 -1.695 1.780 0.3324
H 1.012 -1.823 0.551 0.2660
H 0.659 0.211 1.965 0.1054
H 1.080 1.984 0.215 0.4020
H 1.324 0.754 -0.877 0.3113
H -2.450 -0.879 -2.071 0.2327
H -2.707 -0.571 -0.322 0.3024
H -2.880 0.762 -1.490 0.2862
```

=====

[2]
C4H7Cl3S | the ωB97M-V functional and the def2-TZVPD basis

Properties
- HOMO: -9.79 eV
- LUMO level: 0.5 eV
- SMILES: SC(CCl)(CCl)CCl
- M: 193.5 g mol⁻¹
- Gap between HOMO and LUMO: 10.29 eV

Structure (XYZ):
```
15
Properties=species:S:1:pos:R:3:mulliken_charge:R:1
S -1.139 -1.734 0.890 -0.2036
C -0.120 -0.490 0.201 0.5358
C 1.095 -1.366 -0.041 -1.1027
Cl 2.560 -0.533 -0.781 -0.1827
C 0.101 0.628 1.256 -0.8216
Cl 0.854 2.099 0.632 -0.1657
C -0.754 0.004 -1.116 -0.5966
Cl -2.382 0.725 -0.871 -0.1769
H -2.432 -1.262 0.983 0.1748
H 1.480 -1.823 0.847 0.4764
H 0.803 -2.044 -0.816 0.4616
H -0.794 0.942 1.632 0.5112
H 0.749 0.330 2.085 0.3523
H -0.843 -0.824 -1.870 0.3271
H -0.203 0.814 -1.573 0.4103
```

=====

The highest M belongs to which entry?
C4H7Cl3S